Record 1
Computed, not measured: the molecule C4H5NO in a non-equilibrium geometry, with ωB97M-V/def2-TZVPD.

Gap between HOMO and LUMO in hartree: 0.3008
SMILES: Oc1ccc[nH]1
2S+1: 1

Element x y z (Å)
C1 0.53967 -0.33342 0.57851
C2 -0.74894 -0.70897 0.65114
C3 -1.34911 -0.14822 -0.46401
C4 -0.41084 0.72140 -1.04651
H1 2.36196 -0.54612 1.02406
H2 -1.20412 -1.45934 1.28002
H3 -2.31515 -0.25291 -0.81055
H4 -0.49557 1.45057 -1.85506
H5 1.40638 1.44763 -0.45129
N1 0.76774 0.48696 -0.43797
O1 1.44799 -0.65758 1.53166

Forces on the atoms, in the same order (eV/Å):
C 0.335 -0.937 3.045
C -0.556 -1.558 -0.156
C 1.487 2.888 -1.397
C -3.008 -1.043 -1.224
H -2.525 -0.550 2.024
H 0.344 0.094 0.154
H -1.853 -0.228 -0.457
H 0.027 -0.550 0.283
H -1.649 -3.890 0.578
N 3.439 5.156 -0.809
O 3.958 0.618 -2.042

Charge distribution, natural (NBO) scheme, values in e: 0.41, -0.36, -0.27, -0.11, 0.47, 0.23, 0.21, 0.21, 0.42, -0.55, -0.65

---

Record 2
Computed, not measured: the molecule C4H5NO in a non-equilibrium geometry, with ωB97M-V/def2-TZVPD.

Gap between HOMO and LUMO in hartree: 0.3123
2S+1: 1

Element x y z (Å)
C1 -0.88659 0.05268 -0.08489
C2 -0.43542 -0.65245 -1.34411
O1 0.63783 -1.18613 -1.48391
C3 1.58337 1.30454 0.61707
N1 0.98034 0.51348 1.39265
C4 -0.06445 -0.18428 1.14474
H1 -0.89150 1.13782 -0.31714
H2 -1.92110 -0.24970 0.12235
H3 -1.16979 -0.64418 -2.17517
H4 2.54891 0.87436 0.32816
H5 -0.33995 -0.96627 1.82790

Forces on the atoms, in the same order (eV/Å):
C 0.032 -0.264 -0.004
C 0.386 -0.199 -0.147
O -0.424 0.254 0.148
C 0.687 1.299 1.181
N -0.129 -0.729 -1.601
C -0.218 -0.206 0.373
H 0.035 -0.300 0.111
H 0.083 0.076 -0.150
H 0.043 0.034 0.033
H -0.080 -0.160 -0.466
H -0.415 0.196 0.523

Charge distribution, natural (NBO) scheme, values in e: -0.58, 0.45, -0.52, 0.04, -0.36, 0.02, 0.25, 0.24, 0.11, 0.16, 0.19

---

Record 3
Computed, not measured: the molecule C4H5NO in a non-equilibrium geometry, with ωB97M-V/def2-TZVPD.

Gap between HOMO and LUMO in hartree: 0.3161
SMILES: Nc1ccco1
2S+1: 1

Element x y z (Å)
N1 -0.72133 1.26273 1.43742
C1 -0.39206 0.54156 0.33064
C2 -0.92254 -0.33471 -0.55039
C3 0.21943 -1.10448 -0.98232
C4 1.36465 -0.46692 -0.69767
O1 1.13914 0.60931 0.09574
H1 0.09359 1.74158 1.77206
H2 -1.38081 0.96849 2.15011
H3 -1.89236 -0.39253 -1.05206
H4 0.17000 -2.10515 -1.35913
H5 2.32228 -0.71987 -1.14440

Forces on the atoms, in the same order (eV/Å):
N -0.004 0.674 -0.417
C 2.196 0.338 -0.557
C 0.362 0.035 0.467
C 0.155 -0.303 -0.850
C -0.479 -0.641 -0.193
O -2.621 -0.472 0.836
H -0.084 0.354 0.379
H 0.333 -0.302 -0.637
H 0.145 -0.132 1.096
H -0.073 -0.062 -0.809
H 0.070 0.509 0.686

Charge distribution, natural (NBO) scheme, values in e: -0.83, 0.48, -0.40, -0.32, 0.09, -0.49, 0.40, 0.41, 0.25, 0.22, 0.20

---

Record 4
Computed, not measured: the molecule C4H5NO in a non-equilibrium geometry, with ωB97M-V/def2-TZVPD.

Gap between HOMO and LUMO in hartree: 0.4088
SMILES: C[C@H](C#N)C=O
2S+1: 1

Element x y z (Å)
C1 -0.85347 -0.77173 0.51374
C2 0.17264 0.35387 0.26981
C3 1.33763 -0.24152 -0.51732
O1 1.43087 -0.20265 -1.71681
C4 -0.44131 1.47482 -0.44786
N1 -0.94818 2.35845 -0.99341
H1 -1.71858 -0.38816 1.06001
H2 -1.19433 -1.17556 -0.44377
H3 -0.40074 -1.58042 1.09659
H4 0.54294 0.72404 1.23409
H5 2.07551 -0.78617 0.10971

Forces on the atoms, in the same order (eV/Å):
C -0.075 -0.097 0.012
C -0.026 0.029 0.003
C 0.045 -0.058 -0.529
O -0.011 0.022 0.761
C -0.453 0.777 -0.501
N 0.477 -0.831 0.525
H 0.153 -0.048 -0.059
H 0.037 0.068 0.145
H -0.048 0.132 -0.091
H -0.014 -0.049 -0.156
H -0.084 0.056 -0.110

Charge distribution, natural (NBO) scheme, values in e: -0.58, -0.43, 0.45, -0.48, 0.28, -0.30, 0.23, 0.23, 0.22, 0.25, 0.12

---

Record 5
Computed, not measured: the molecule C4H5NO in a non-equilibrium geometry, with ωB97M-V/def2-TZVPD.

Gap between HOMO and LUMO in hartree: 0.4347
SMILES: N#CC[C@H]1CO1
2S+1: 1

Element x y z (Å)
N1 3.04542 0.31860 0.33368
C1 2.02423 -0.17022 0.09525
C2 0.71262 -0.76057 -0.19693
C3 -0.43997 0.00615 0.47324
C4 -1.40593 0.84159 -0.23062
O1 -1.70289 -0.51842 0.10800
H1 0.73058 -1.80803 0.15251
H2 0.57889 -0.79878 -1.28259
H3 -0.27093 0.25266 1.52015
H4 -2.05839 1.54781 0.30021
H5 -1.21364 1.08920 -1.27291

Forces on the atoms, in the same order (eV/Å):
N -1.050 -0.524 -0.231
C 0.873 0.568 0.196
C -0.062 0.210 0.040
C 0.459 -0.350 0.275
C -0.258 0.225 -0.315
O 0.044 0.149 -0.032
H -0.183 0.450 0.003
H -0.072 0.077 0.128
H -0.130 -0.388 0.057
H 0.619 -0.127 -0.094
H -0.240 -0.290 -0.026

Charge distribution, natural (NBO) scheme, values in e: -0.32, 0.28, -0.53, 0.06, -0.11, -0.48, 0.26, 0.26, 0.19, 0.20, 0.18

---

Record 6
Computed, not measured: a cluster of 2 separate species, C4H5NO in total, with ωB97M-V/def2-TZVPD.

Gap between HOMO and LUMO in hartree: 0.3887
SMILES: C#[N+][O-].C#CC
2S+1: 1

Element x y z (Å)
C1 -1.77241 0.18186 0.17516
C2 -0.55950 0.93494 -0.14096
C3 0.34415 1.66254 -0.46362
C4 2.11835 -0.81492 -0.13758
N1 1.57459 -1.72993 0.31685
O1 1.03208 -2.70147 0.78152
H1 -1.95628 0.13387 1.25256
H2 -2.60193 0.72022 -0.29203
H3 -1.75905 -0.84006 -0.21700
H4 1.11792 2.32936 -0.77340
H5 2.46207 0.12358 -0.50150

Forces on the atoms, in the same order (eV/Å):
C -0.088 0.015 -0.014
C 0.258 0.501 -0.217
C -0.451 -0.181 0.102
C -0.326 -0.758 0.371
N 0.447 0.588 -0.315
O 0.040 0.123 -0.064
H 0.108 0.026 -0.157
H -0.054 -0.183 0.108
H 0.139 0.194 0.046
H -0.087 -0.117 0.102
H 0.014 -0.208 0.038

Charge distribution, natural (NBO) scheme, values in e: -0.70, 0.05, -0.31, -0.03, 0.20, -0.43, 0.24, 0.24, 0.25, 0.24, 0.26

---

Record 7
Computed, not measured: a cluster of 2 separate species, C4H5NO in total in a non-equilibrium geometry, with ωB97M-V/def2-TZVPD.

Gap between HOMO and LUMO in hartree: 0.3429
SMILES: CC=C=O.C#N
2S+1: 1

Element x y z (Å)
C1 -1.10316 -0.66139 0.52477
C2 0.34437 -0.23111 0.51973
C3 1.10191 -0.89088 -0.32149
O1 1.54986 -1.47847 -1.23407
C4 0.57842 1.66612 -0.75434
N1 -0.42218 2.25928 -0.75150
H1 -1.74133 0.06265 1.03482
H2 -1.49277 -0.79991 -0.48974
H3 -1.13655 -1.61108 1.05659
H4 0.74412 0.36989 1.32109
H5 1.57732 1.31490 -0.90587

Forces on the atoms, in the same order (eV/Å):
C -0.217 -0.245 0.074
C 0.382 -0.936 0.683
C -0.329 -1.309 -0.839
O 0.103 0.888 1.009
C -1.059 1.982 -0.818
N 1.244 -0.740 -0.004
H 0.227 0.015 -0.086
H 0.104 0.042 0.193
H -0.487 -0.028 0.014
H 0.142 -0.069 -0.089
H -0.111 0.401 -0.137

Charge distribution, natural (NBO) scheme, values in e: -0.60, -0.52, 0.70, -0.45, 0.06, -0.35, 0.24, 0.23, 0.22, 0.27, 0.22

---

Record 8
Computed, not measured: the molecule C4H5NO in a non-equilibrium geometry, with ωB97M-V/def2-TZVPD.

Gap between HOMO and LUMO in hartree: 0.3158
2S+1: 1

Element x y z (Å)
C1 1.94906 0.08668 0.26699
C2 0.47491 -0.23679 0.09613
N1 -0.29997 0.87824 -0.12656
C3 -1.53731 0.49546 -0.33450
C4 -2.15029 -0.69227 -0.48597
O1 -0.01732 -1.37781 0.13112
H1 2.57007 -0.78707 0.46899
H2 2.05316 0.80940 1.08560
H3 2.31316 0.59763 -0.63175
H4 -2.33638 1.21312 -0.58445
H5 -3.01910 -0.98660 0.11440

Forces on the atoms, in the same order (eV/Å):
C -0.072 -0.144 -0.029
C -0.255 -0.042 -0.015
N -0.117 0.052 -0.026
C -0.189 0.082 -0.181
C 0.929 -0.112 0.396
O -0.513 0.550 -0.050
H -0.257 0.023 -0.048
H -0.126 -0.189 -0.141
H -0.151 -0.153 0.123
H 0.175 0.394 -0.018
H 0.576 -0.460 -0.011

Charge distribution, natural (NBO) scheme, values in e: -0.69, 0.65, -0.58, -0.04, 0.04, -0.55, 0.23, 0.24, 0.24, 0.25, 0.20

---

Record 9
Computed, not measured: the molecule C4H5NO, with ωB97M-V/def2-TZVPD.

Gap between HOMO and LUMO in hartree: 0.3547
SMILES: CNC#CC=O
2S+1: 1

Element x y z (Å)
C1 -1.87397 -0.02101 -0.38956
N1 -0.65684 0.11054 -1.18853
C2 0.50861 -0.04958 -0.58708
O1 2.00676 -0.36524 2.36097
C3 1.48569 -0.28886 0.10216
C4 2.36295 -0.12569 1.22415
H1 -2.58965 -0.69163 -0.87461
H2 -2.34068 0.95238 -0.20330
H3 -1.58998 -0.44267 0.57677
H4 -0.69105 0.66817 -2.03059
H5 3.37816 0.25360 1.00961

Forces on the atoms, in the same order (eV/Å):
C -0.178 -0.045 0.140
N 0.225 0.061 -0.033
C 0.244 0.026 0.195
O 0.244 0.025 -0.271
C -0.494 0.150 -0.102
C -0.049 -0.015 0.184
H 0.097 0.146 0.042
H 0.052 -0.131 -0.105
H -0.082 0.008 -0.182
H 0.006 -0.154 0.138
H -0.066 -0.070 -0.007

Charge distribution, natural (NBO) scheme, values in e: -0.40, -0.61, 0.26, -0.53, -0.23, 0.36, 0.20, 0.20, 0.23, 0.40, 0.13

---

Record 10
Computed, not measured: the molecule C4H5NO in a non-equilibrium geometry, with ωB97M-V/def2-TZVPD.

Gap between HOMO and LUMO in hartree: 0.3659
SMILES: C#C/C(C)=N/O
2S+1: 1

Element x y z (Å)
C1 -0.85202 -0.97678 0.16452
C2 0.06646 0.16132 0.00033
N1 -0.27336 1.40184 -0.27406
O1 -1.64211 1.50326 -0.35986
C3 1.47834 -0.10406 0.02927
C4 2.64762 -0.39376 0.06691
H1 -1.63902 -1.06268 -0.56791
H2 -0.36898 -1.91002 0.39993
H3 -1.31424 -0.42120 1.18067
H4 -1.78938 2.44671 -0.51700
H5 3.68708 -0.63610 0.09246

Forces on the atoms, in the same order (eV/Å):
C -1.494 2.321 3.490
C 0.856 1.906 -2.127
N 0.932 -2.077 0.644
O -0.551 0.246 -0.047
C 0.678 0.082 0.216
C -0.494 0.105 -0.013
H -0.140 0.126 -0.158
H 0.116 -0.078 0.098
H 0.206 -2.413 -2.140
H 0.069 -0.259 0.045
H -0.178 0.041 -0.007

Charge distribution, natural (NBO) scheme, values in e: -0.65, 0.11, -0.10, -0.57, -0.05, -0.19, 0.25, 0.24, 0.24, 0.48, 0.24

---

Record 11
Computed, not measured: the molecule C4H5NO in a non-equilibrium geometry, with ωB97M-V/def2-TZVPD.

Gap between HOMO and LUMO in hartree: 0.3159
SMILES: Nc1ccco1
2S+1: 1

Element x y z (Å)
C1 0.62550 0.09601 0.01739
C2 -0.15498 1.13557 -0.05768
C3 -1.56577 0.62970 0.02684
C4 -1.31971 -0.73521 -0.01417
H1 2.44214 0.87469 -0.12642
H2 2.49116 -0.88635 0.11016
H3 0.09889 2.15519 -0.11751
H4 -2.42855 1.02248 0.27998
H5 -1.99757 -1.49032 0.00938
N1 1.97809 0.01402 0.05542
O1 0.00462 -1.06628 -0.04722

Forces on the atoms, in the same order (eV/Å):
C 2.621 -1.213 -0.744
C -4.039 1.988 0.592
C 7.197 -4.671 -1.246
C -0.513 3.194 0.200
H 0.659 0.010 -0.010
H -0.858 1.413 -0.220
H 0.504 0.864 0.153
H -3.968 2.251 0.628
H -1.521 -2.264 0.116
N 1.297 -1.022 0.220
O -1.377 -0.550 0.312

Charge distribution, natural (NBO) scheme, values in e: 0.45, -0.41, -0.27, 0.06, 0.39, 0.41, 0.22, 0.21, 0.18, -0.84, -0.42

---

Record 12
Computed, not measured: a cluster of 2 separate species, C4H5NO in total in a non-equilibrium geometry, with ωB97M-V/def2-TZVPD.

Gap between HOMO and LUMO (alpha / beta) in hartree: 0.3108 / 0.3024
2S+1: 1

Element x y z (Å)
C1 -1.01802 -0.82355 -1.29731
C2 0.85073 1.38374 0.35698
C3 -1.21931 -0.88404 0.06220
C4 1.22926 -0.08095 0.53035
N1 -0.66697 -0.77644 -2.37860
O1 0.39428 2.10524 1.20631
H1 0.97501 1.84983 -0.72735
H2 -1.40454 -1.85083 0.57669
H3 -1.70016 -0.03708 0.64343
H4 1.56805 -0.42707 -0.41617
H5 0.99167 -0.45884 1.44347

Forces on the atoms, in the same order (eV/Å):
C -0.188 -0.083 1.320
C 0.421 -0.274 -1.718
C -0.972 0.599 2.840
C -1.740 4.169 -2.691
N 0.432 0.103 -2.434
O -0.065 -0.167 0.567
H 0.033 -1.121 1.613
H 0.554 0.597 -0.702
H 0.840 -0.868 -1.148
H 0.539 -1.305 0.022
H 0.146 -1.650 2.332

Charge distribution, natural (NBO) scheme, values in e: 0.18, 0.32, -0.40, -0.32, -0.28, -0.52, 0.11, 0.24, 0.25, 0.22, 0.21

---

How do the records compare in calculated total energy? In the order shown, they have -285.3572; -285.2745; -285.3442; -285.3860; -285.3534; -285.2305; -285.3179; -285.2819; -285.3214; -285.2643; -285.3600; -285.2509 Ha.
How do the records compare in relative energy (zero: lowest compared OMol25 entry of this formula, charge and spin)? In the order shown, they have 36.0; 87.9; 44.2; 17.9; 38.4; 115.5; 60.7; 83.3; 58.5; 94.3; 34.2; 102.7 kcal/mol.